C27H29AsN4O4OsS | ωB97M-V/def2-TZVPD

```
67
Properties=species:S:1:pos:R:3:nbo_charge:R:1
Os -0.5151 0.5059 0.4370 1.173
N 6.8581 1.4475 2.2378 -0.733
C 5.7021 0.9029 1.8272 0.263
C 5.4804 -0.4874 1.9540 -0.282
C 4.3074 -1.0452 1.5288 -0.102
C 3.3187 -0.2268 0.9600 -0.453
C 3.5173 1.1562 0.8287 -0.144
C 4.6903 1.7125 1.2583 -0.269
S 1.8872 -0.9411 0.4066 2.303
O 2.0123 -2.3312 0.1542 -0.854
O 1.2715 -0.0644 -0.6364 -0.916
N 0.5817 -0.6038 1.4591 -0.721
C 0.6276 -0.8259 2.8681 0.497
N 1.6120 -1.5906 3.2875 -0.457
C 1.6301 -1.8192 4.6030 0.108
C 0.6794 -1.2765 5.4498 -0.281
C -0.2944 -0.4763 4.8725 0.107
N -0.3322 -0.2441 3.5599 -0.465
H 7.5997 0.8766 2.6036 0.413
H 7.0458 2.4268 2.1166 0.411
H 6.2547 -1.1128 2.3787 0.237
H 4.1385 -2.1092 1.6174 0.255
H 2.7624 1.7731 0.3581 0.233
H 4.8635 2.7743 1.1418 0.230
H 2.4257 -2.4538 4.9726 0.226
H 0.6957 -1.4664 6.5124 0.256
H -1.0703 -0.0113 5.4679 0.222
C -0.0525 4.7123 0.1490 -0.709
C -0.7775 3.4414 0.4435 0.620
O -0.2015 2.3962 -0.0313 -0.610
C -2.0134 3.4143 1.1397 -0.315
C -2.5938 4.6386 1.5711 -0.103
C -3.8190 4.6703 2.1694 -0.226
C -4.5273 3.4709 2.3545 -0.093
C -4.0043 2.2682 1.9487 -0.283
C -2.7385 2.2136 1.3537 0.478
O -2.3061 1.0086 0.9971 -0.668
H 0.9012 4.4873 -0.3185 0.256
H 0.1068 5.2915 1.0577 0.261
H -0.6441 5.3242 -0.5351 0.271
H -2.0574 5.5631 1.4158 0.232
H -4.2455 5.6086 2.4932 0.248
H -5.4998 3.4934 2.8289 0.244
H -4.5399 1.3406 2.0956 0.240
C -2.9162 -0.0971 -2.1054 -0.950
As -1.6940 -1.0795 -0.9932 1.328
C -0.5540 -2.0801 -2.1660 -0.957
C -2.7114 -2.3175 0.1119 -0.729
C -3.5381 -3.2081 -0.7703 0.005
C -3.0171 -4.4113 -1.2398 -0.245
C -3.7718 -5.2206 -2.0753 -0.187
C -5.0503 -4.8316 -2.4503 -0.186
C -5.5771 -3.6356 -1.9822 -0.178
C -4.8237 -2.8258 -1.1462 -0.252
H -3.5934 0.4824 -1.4818 0.258
H -3.4798 -0.8121 -2.7037 0.273
H -2.3434 0.5623 -2.7548 0.261
H -1.1977 -2.7232 -2.7654 0.270
H 0.1453 -2.6794 -1.5867 0.272
H -0.0062 -1.3882 -2.8015 0.269
H -3.3108 -1.7046 0.7856 0.261
H -1.9812 -2.8730 0.7016 0.257
H -2.0258 -4.7284 -0.9346 0.217
H -3.3658 -6.1600 -2.4253 0.235
H -5.6403 -5.4656 -3.0979 0.236
H -6.5795 -3.3389 -2.2597 0.232
H -5.2468 -1.9021 -0.7664 0.212
```

## Properties
Energy: -4290.36368 Ha
ΔE to the lowest compared entry with this formula, charge and spin: 0.0 kJ/mol
Kohn-Sham gap: 6.278 eV
Net charge: +2
HOMO level: -13.445 eV
Lowest unoccupied orbital energy: -7.2 eV



C27H29Cl4N5 | ωB97M-V/def2-TZVPD

```
65
Properties=species:S:1:pos:R:3:nbo_charge:R:1
C 5.3204 1.0237 0.4257 -0.178
C 4.6092 -0.1127 -0.0348 -0.255
C 5.3373 -1.3585 -0.0492 0.036
N 6.5580 -1.4919 0.5086 -0.425
C 7.1717 -0.3691 0.9645 0.027
C 6.6288 0.9072 0.8786 -0.268
H 4.8868 2.0128 0.4303 0.209
H 3.5714 -0.0270 -0.3214 0.236
H 4.8696 -2.2969 -0.3080 0.209
H 8.1946 -0.4537 1.3005 0.188
H 7.1647 1.7620 1.2641 0.216
C 1.4675 -5.5976 -2.5514 -0.187
C 1.7097 -4.3044 -2.9416 -0.255
C 2.1934 -3.3562 -2.0629 0.032
N 2.4220 -3.6323 -0.7912 -0.418
C 2.3054 -4.9019 -0.3778 0.019
C 1.9806 -5.9609 -1.2940 -0.247
H 1.0742 -6.3557 -3.2124 0.222
H 1.4432 -3.9588 -3.9295 0.217
H 2.3434 -2.3510 -2.4283 0.203
H 2.6499 -5.1376 0.6182 0.201
H 1.9752 -6.9834 -0.9463 0.219
C -1.6569 0.9683 -1.2332 -0.173
C -1.4114 -0.3711 -1.5992 -0.251
C -0.3006 -1.0491 -1.0396 0.024
N 0.6856 -0.4039 -0.3594 -0.428
C 0.4914 0.9251 -0.1339 0.027
C -0.6614 1.6221 -0.5249 -0.273
H -2.5614 1.4771 -1.5324 0.225
H -2.1278 -0.9906 -2.1183 0.225
H -0.2564 -2.1275 -1.0021 0.204
H 1.2716 1.4471 0.4003 0.191
H -0.7437 2.6883 -0.3739 0.213
C -1.3249 4.8424 2.3698 -0.175
C -1.2722 5.1631 3.7161 -0.262
C -0.1810 5.8653 4.2050 0.032
N 0.7834 6.3512 3.3611 -0.413
C 0.6646 6.1266 2.0250 0.020
C -0.3280 5.3236 1.4812 -0.268
H -2.1231 4.2160 1.9996 0.218
H -2.0359 4.8185 4.3976 0.219
H -0.0603 6.0705 5.2585 0.200
H 1.5303 6.4640 1.4743 0.200
H -0.4427 5.0820 0.4348 0.224
C -1.4565 -3.7813 1.0370 -0.167
C -1.3949 -4.4394 -0.1395 -0.265
C -2.4169 -4.3191 -1.0463 0.023
N -3.5904 -3.7267 -0.7283 -0.417
C -3.6611 -3.1513 0.4863 0.031
C -2.6374 -3.1844 1.3982 -0.255
H -0.5838 -3.6901 1.6668 0.221
H -0.4377 -4.8227 -0.4608 0.221
H -2.3307 -4.9100 -1.9462 0.193
H -4.5378 -2.5928 0.7792 0.194
H -2.6524 -2.6049 2.3095 0.218
Cl -5.0370 0.5901 0.2732 -0.048
C -5.8253 0.7082 -1.3614 -0.388
Cl -4.8362 0.1611 -2.6973 -0.004
H -6.7719 0.1683 -1.3837 0.226
H -6.0311 1.7685 -1.5083 0.222
Cl -2.7206 4.3275 -1.2937 -0.027
C -3.9214 5.4023 -0.5962 -0.407
Cl -5.2379 4.5171 0.1621 -0.015
H -3.3861 6.0314 0.1149 0.231
H -4.3490 5.9831 -1.4135 0.228
```

## Properties
Energy: -3160.71758 Ha
ΔE to the lowest compared entry with this formula, charge and spin: 111.6 kJ/mol
Kohn-Sham gap: 9.566 eV
Structure (SMILES): c1ccncc1.c1ccncc1.c1ccncc1.c1ccncc1.c1ccncc1.ClCCl.ClCCl
Net charge: 0
HOMO level: -9.172 eV
Lowest unoccupied orbital energy: 0.4 eV



C27H29FN2O3SbSe5W | ωB97M-V/def2-TZVPD

```
69
Properties=species:S:1:pos:R:3:lowdin_spin:R:1
W 1.2241 -2.4390 -0.0092 1.406
C 1.2422 1.6458 2.2360 0.000
C 0.6940 0.3095 2.6799 0.001
C 1.5284 -0.6376 3.2743 0.002
C 2.9628 -0.3106 3.6033 0.003
C 1.0484 -1.9246 3.5696 0.003
C 1.9826 -2.9095 4.2280 0.001
C -0.2761 -2.2632 3.2613 0.005
C -0.8661 -3.5980 3.6391 0.000
C -1.1140 -1.2996 2.6726 0.005
C -2.5324 -1.6578 2.3034 0.001
C -0.6446 -0.0096 2.4280 0.002
C -1.5810 1.0452 1.8862 0.000
H 1.2625 2.3813 3.0471 0.000
H 0.6459 2.0637 1.4261 0.000
H 2.2530 1.5360 1.8497 0.000
H 3.1967 -0.5823 4.6348 0.000
H 3.1857 0.7454 3.4849 0.000
H 3.6452 -0.8692 2.9562 0.005
H 1.9757 -2.7824 5.3165 0.000
H 3.0059 -2.7650 3.8884 0.001
H 1.7297 -3.9417 4.0054 0.000
H -0.1237 -4.3155 3.9657 0.000
H -1.3819 -4.0630 2.7990 0.000
H -1.5968 -3.4693 4.4445 0.000
H -3.2298 -1.4458 3.1213 0.000
H -2.6272 -2.7129 2.0591 0.000
H -2.8660 -1.0976 1.4305 0.000
H -1.5865 1.0733 0.7906 0.000
H -1.3009 2.0375 2.2373 0.000
H -2.6062 0.8704 2.2085 0.000
Se 2.3623 -6.1756 -1.6101 -0.006
Sb 1.6979 -5.2339 0.4739 0.058
Se 3.3456 -3.2007 0.9379 0.190
Se -0.6569 -4.0026 -0.0213 0.154
Se 1.4758 -6.5206 2.4646 -0.029
C 1.2886 4.3160 -3.3942 0.000
C 0.1321 3.4359 -3.8545 0.000
C -1.1487 4.2518 -3.9381 0.000
C -2.3227 3.3811 -4.3434 0.000
C -2.4717 2.2453 -3.3724 0.000
C -3.6989 1.6854 -3.1064 0.000
C -3.8056 0.6106 -2.2299 0.000
F -5.0330 0.0991 -2.0098 0.000
C -2.7183 0.0692 -1.6123 0.001
C -1.4586 0.6369 -1.8539 0.001
C -0.2893 0.0359 -1.2131 0.003
O -0.4629 -0.9710 -0.4852 0.025
C 0.9551 0.6503 -1.5029 0.001
C 0.9963 1.7073 -2.3605 0.002
N -0.0698 2.2780 -2.9475 0.003
C -1.3323 1.7313 -2.7222 0.000
C 2.2582 0.2513 -0.8483 0.004
O 3.3016 0.6840 -1.2952 -0.001
O 2.1076 -0.4489 0.2337 0.041
H 1.2477 5.2591 -3.9393 0.000
H 2.2644 3.8736 -3.5827 0.000
H 1.2053 4.5320 -2.3280 0.000
H 0.3573 3.0317 -4.8472 0.000
H -0.9914 5.0565 -4.6570 0.000
H -1.3389 4.7131 -2.9639 0.000
H -2.1487 2.9819 -5.3481 0.000
H -3.2465 3.9589 -4.3873 0.000
H -4.5942 2.0654 -3.5826 0.000
H -2.7916 -0.7841 -0.9521 0.001
H 1.9685 2.1231 -2.5794 0.000
Se 2.6913 -2.2376 -4.6650 0.063
C 2.0571 -2.3180 -3.0421 0.051
N 1.6173 -2.3854 -1.9520 0.000
```

## Properties
Energy: -13796.09849 Ha
Expectation value of S²: 2.04
Multiplicity: 3
ΔE to the lowest compared entry with this formula, charge and spin: 148.7 kJ/mol
Kohn-Sham gap (alpha / beta): 5.655 / 6.018 eV
Net charge: -1
HOMO level (alpha / beta): -4.484 / -4.693 eV
Lowest unoccupied orbital energy (alpha / beta): 1.2 / 1.3 eV



Copy entry 2 word for word.
C27H29Cl4N5 | ωB97M-V/def2-TZVPD

```
65
Properties=species:S:1:pos:R:3:nbo_charge:R:1
C 5.3204 1.0237 0.4257 -0.178
C 4.6092 -0.1127 -0.0348 -0.255
C 5.3373 -1.3585 -0.0492 0.036
N 6.5580 -1.4919 0.5086 -0.425
C 7.1717 -0.3691 0.9645 0.027
C 6.6288 0.9072 0.8786 -0.268
H 4.8868 2.0128 0.4303 0.209
H 3.5714 -0.0270 -0.3214 0.236
H 4.8696 -2.2969 -0.3080 0.209
H 8.1946 -0.4537 1.3005 0.188
H 7.1647 1.7620 1.2641 0.216
C 1.4675 -5.5976 -2.5514 -0.187
C 1.7097 -4.3044 -2.9416 -0.255
C 2.1934 -3.3562 -2.0629 0.032
N 2.4220 -3.6323 -0.7912 -0.418
C 2.3054 -4.9019 -0.3778 0.019
C 1.9806 -5.9609 -1.2940 -0.247
H 1.0742 -6.3557 -3.2124 0.222
H 1.4432 -3.9588 -3.9295 0.217
H 2.3434 -2.3510 -2.4283 0.203
H 2.6499 -5.1376 0.6182 0.201
H 1.9752 -6.9834 -0.9463 0.219
C -1.6569 0.9683 -1.2332 -0.173
C -1.4114 -0.3711 -1.5992 -0.251
C -0.3006 -1.0491 -1.0396 0.024
N 0.6856 -0.4039 -0.3594 -0.428
C 0.4914 0.9251 -0.1339 0.027
C -0.6614 1.6221 -0.5249 -0.273
H -2.5614 1.4771 -1.5324 0.225
H -2.1278 -0.9906 -2.1183 0.225
H -0.2564 -2.1275 -1.0021 0.204
H 1.2716 1.4471 0.4003 0.191
H -0.7437 2.6883 -0.3739 0.213
C -1.3249 4.8424 2.3698 -0.175
C -1.2722 5.1631 3.7161 -0.262
C -0.1810 5.8653 4.2050 0.032
N 0.7834 6.3512 3.3611 -0.413
C 0.6646 6.1266 2.0250 0.020
C -0.3280 5.3236 1.4812 -0.268
H -2.1231 4.2160 1.9996 0.218
H -2.0359 4.8185 4.3976 0.219
H -0.0603 6.0705 5.2585 0.200
H 1.5303 6.4640 1.4743 0.200
H -0.4427 5.0820 0.4348 0.224
C -1.4565 -3.7813 1.0370 -0.167
C -1.3949 -4.4394 -0.1395 -0.265
C -2.4169 -4.3191 -1.0463 0.023
N -3.5904 -3.7267 -0.7283 -0.417
C -3.6611 -3.1513 0.4863 0.031
C -2.6374 -3.1844 1.3982 -0.255
H -0.5838 -3.6901 1.6668 0.221
H -0.4377 -4.8227 -0.4608 0.221
H -2.3307 -4.9100 -1.9462 0.193
H -4.5378 -2.5928 0.7792 0.194
H -2.6524 -2.6049 2.3095 0.218
Cl -5.0370 0.5901 0.2732 -0.048
C -5.8253 0.7082 -1.3614 -0.388
Cl -4.8362 0.1611 -2.6973 -0.004
H -6.7719 0.1683 -1.3837 0.226
H -6.0311 1.7685 -1.5083 0.222
Cl -2.7206 4.3275 -1.2937 -0.027
C -3.9214 5.4023 -0.5962 -0.407
Cl -5.2379 4.5171 0.1621 -0.015
H -3.3861 6.0314 0.1149 0.231
H -4.3490 5.9831 -1.4135 0.228
```

## Properties
Energy: -3160.71758 Ha
ΔE to the lowest compared entry with this formula, charge and spin: 111.6 kJ/mol
Kohn-Sham gap: 9.566 eV
Structure (SMILES): c1ccncc1.c1ccncc1.c1ccncc1.c1ccncc1.c1ccncc1.ClCCl.ClCCl
Net charge: 0
HOMO level: -9.172 eV
Lowest unoccupied orbital energy: 0.4 eV



What did the first record say?
C27H29AsN4O4OsS | ωB97M-V/def2-TZVPD

```
67
Properties=species:S:1:pos:R:3:nbo_charge:R:1
Os -0.5151 0.5059 0.4370 1.173
N 6.8581 1.4475 2.2378 -0.733
C 5.7021 0.9029 1.8272 0.263
C 5.4804 -0.4874 1.9540 -0.282
C 4.3074 -1.0452 1.5288 -0.102
C 3.3187 -0.2268 0.9600 -0.453
C 3.5173 1.1562 0.8287 -0.144
C 4.6903 1.7125 1.2583 -0.269
S 1.8872 -0.9411 0.4066 2.303
O 2.0123 -2.3312 0.1542 -0.854
O 1.2715 -0.0644 -0.6364 -0.916
N 0.5817 -0.6038 1.4591 -0.721
C 0.6276 -0.8259 2.8681 0.497
N 1.6120 -1.5906 3.2875 -0.457
C 1.6301 -1.8192 4.6030 0.108
C 0.6794 -1.2765 5.4498 -0.281
C -0.2944 -0.4763 4.8725 0.107
N -0.3322 -0.2441 3.5599 -0.465
H 7.5997 0.8766 2.6036 0.413
H 7.0458 2.4268 2.1166 0.411
H 6.2547 -1.1128 2.3787 0.237
H 4.1385 -2.1092 1.6174 0.255
H 2.7624 1.7731 0.3581 0.233
H 4.8635 2.7743 1.1418 0.230
H 2.4257 -2.4538 4.9726 0.226
H 0.6957 -1.4664 6.5124 0.256
H -1.0703 -0.0113 5.4679 0.222
C -0.0525 4.7123 0.1490 -0.709
C -0.7775 3.4414 0.4435 0.620
O -0.2015 2.3962 -0.0313 -0.610
C -2.0134 3.4143 1.1397 -0.315
C -2.5938 4.6386 1.5711 -0.103
C -3.8190 4.6703 2.1694 -0.226
C -4.5273 3.4709 2.3545 -0.093
C -4.0043 2.2682 1.9487 -0.283
C -2.7385 2.2136 1.3537 0.478
O -2.3061 1.0086 0.9971 -0.668
H 0.9012 4.4873 -0.3185 0.256
H 0.1068 5.2915 1.0577 0.261
H -0.6441 5.3242 -0.5351 0.271
H -2.0574 5.5631 1.4158 0.232
H -4.2455 5.6086 2.4932 0.248
H -5.4998 3.4934 2.8289 0.244
H -4.5399 1.3406 2.0956 0.240
C -2.9162 -0.0971 -2.1054 -0.950
As -1.6940 -1.0795 -0.9932 1.328
C -0.5540 -2.0801 -2.1660 -0.957
C -2.7114 -2.3175 0.1119 -0.729
C -3.5381 -3.2081 -0.7703 0.005
C -3.0171 -4.4113 -1.2398 -0.245
C -3.7718 -5.2206 -2.0753 -0.187
C -5.0503 -4.8316 -2.4503 -0.186
C -5.5771 -3.6356 -1.9822 -0.178
C -4.8237 -2.8258 -1.1462 -0.252
H -3.5934 0.4824 -1.4818 0.258
H -3.4798 -0.8121 -2.7037 0.273
H -2.3434 0.5623 -2.7548 0.261
H -1.1977 -2.7232 -2.7654 0.270
H 0.1453 -2.6794 -1.5867 0.272
H -0.0062 -1.3882 -2.8015 0.269
H -3.3108 -1.7046 0.7856 0.261
H -1.9812 -2.8730 0.7016 0.257
H -2.0258 -4.7284 -0.9346 0.217
H -3.3658 -6.1600 -2.4253 0.235
H -5.6403 -5.4656 -3.0979 0.236
H -6.5795 -3.3389 -2.2597 0.232
H -5.2468 -1.9021 -0.7664 0.212
```

## Properties
Energy: -4290.36368 Ha
ΔE to the lowest compared entry with this formula, charge and spin: 0.0 kJ/mol
Kohn-Sham gap: 6.278 eV
Net charge: +2
HOMO level: -13.445 eV
Lowest unoccupied orbital energy: -7.2 eV



ΔE to the lowest compared entry with this formula, charge and spin of number 3 (C27H29FN2O3SbSe5W)?
148.7 kJ/mol



The highest net charge belongs to which entry?
C27H29AsN4O4OsS